Record 1
Computed, not measured: an isolated molecule of C20H29N3O5S, with ωB97M-V with the def2-TZVPD basis set.

Results
* SMILES: CCCCNC(=O)CN1C(=O)COc2ccc(S(=O)(=O)N3CCCCCC3)cc21
* energy relative to the best compared isomer or geometry (same formula, charge and spin): 124.0 kJ/mol
* E_HOMO: -8.93 eV
* LUMO: 0.496 eV

The geometry in ORCA input format:
```
! RIJCOSX wB97M-V def2-TZVPD def2/J DEFGRID3
* xyz 0 1
C -3.259 0.360 2.369
C -2.247 1.484 2.551
C -0.994 0.976 3.263
C 0.050 2.069 3.503
N 0.533 2.660 2.273
C 1.635 2.220 1.644
O 2.397 1.391 2.091
C 1.912 2.898 0.295
N 0.724 3.216 -0.474
C 0.550 4.498 -0.905
O 1.297 5.402 -0.603
C -0.628 4.702 -1.845
O -1.748 3.885 -1.583
C -1.462 2.586 -1.295
C -2.457 1.637 -1.488
C -2.224 0.312 -1.161
C -0.989 -0.049 -0.663
S -0.677 -1.727 -0.116
O -0.504 -1.693 1.307
O -1.721 -2.563 -0.641
N 0.802 -2.009 -0.812
C 1.840 -2.605 -0.006
C 1.955 -4.126 -0.116
C 2.521 -4.572 -1.466
C 1.476 -4.745 -2.575
C 0.337 -3.721 -2.571
C 0.756 -2.288 -2.229
C 0.013 0.879 -0.462
C -0.215 2.216 -0.764
H -4.114 0.701 1.791
H -2.795 -0.476 1.849
H -3.612 0.007 3.335
H -1.980 1.879 1.567
H -2.698 2.296 3.129
H -0.553 0.170 2.675
H -1.277 0.562 4.232
H 0.918 1.637 4.006
H -0.367 2.867 4.124
H -0.065 3.332 1.819
H 2.581 2.251 -0.281
H 2.426 3.847 0.479
H -0.969 5.736 -1.772
H -0.263 4.526 -2.871
H -3.407 1.965 -1.876
H -2.981 -0.445 -1.285
H 1.606 -2.323 1.022
H 2.795 -2.142 -0.285
H 0.979 -4.578 0.061
H 2.626 -4.458 0.678
H 3.038 -5.527 -1.343
H 3.272 -3.844 -1.780
H 1.995 -4.702 -3.535
H 1.029 -5.738 -2.494
H -0.435 -4.009 -1.858
H -0.125 -3.721 -3.560
H 0.021 -1.590 -2.640
H 1.734 -2.052 -2.658
H 0.946 0.537 -0.047
*
```

***

Record 2
Computed, not measured: CH2I2 as an isolated structure, with ωB97M-V with the def2-TZVPD basis set.

Results
* energy relative to the best compared isomer or geometry (same formula, charge and spin): 0.0 kJ/mol
* E_HOMO: -9.45 eV
* LUMO: -0.367 eV

The geometry in ORCA input format:
```
! RIJCOSX wB97M-V def2-TZVPD def2/J DEFGRID3
* xyz 0 1
I -0.848 0.300 0.215
I 2.513 -1.002 -0.224
C 0.570 -1.261 0.734
H 0.160 -2.252 0.537
H 0.682 -1.179 1.798
*
```

***

Record 3
Computed, not measured: a 2-piece molecular cluster, CHF2IO overall, with ωB97M-V with the def2-TZVPD basis set.

Results
* energy relative to the best compared isomer or geometry (same formula, charge and spin): 0.0 kJ/mol
* E_HOMO (alpha / beta): -10.64 / -10.26 eV
* LUMO (alpha / beta): 0.750 / -3.629 eV

The geometry in ORCA input format:
```
! RIJCOSX wB97M-V def2-TZVPD def2/J DEFGRID3
* xyz 0 3
C -0.313 0.387 0.407
O 0.952 0.147 0.440
F -0.774 0.754 -0.924
F -1.202 -0.641 0.723
I 1.848 -1.751 -1.837
H -0.510 1.105 1.191
*
```

***

Record 4
Computed, not measured: C6H3FO8Sr as an isolated structure, with ωB97M-V with the def2-TZVPD basis set.

Results
* E_HOMO: -7.79 eV
* LUMO: -2.629 eV

The geometry in ORCA input format:
```
! RIJCOSX wB97M-V def2-TZVPD def2/J DEFGRID3
* xyz 0 1
C 2.023 -0.751 -1.158
C 2.028 0.549 -0.389
O 2.779 1.466 -1.169
C 2.893 1.040 -2.439
O 2.464 -0.208 -2.560
O 3.476 1.668 -3.283
O 0.960 -1.472 -1.255
F 3.102 -1.537 -0.746
H 2.473 0.449 0.605
O -1.923 -1.830 0.788
C -2.341 -0.723 1.238
C -1.934 0.582 1.207
O -2.745 1.272 2.128
C -3.776 0.492 2.443
O -4.833 0.862 2.876
O -3.531 -0.750 1.968
Sr -0.404 -3.241 -0.465
H -1.645 1.161 0.336
H 0.936 0.971 -0.124
*
```

***

Record 5
Computed, not measured: an isolated molecule of C7H14O3, with ωB97M-V with the def2-TZVPD basis set.

Results
* SMILES: CC1(C)OCOC[C@@]1(C)O
* energy relative to the best compared isomer or geometry (same formula, charge and spin): 222.2 kJ/mol
* E_HOMO: -9.69 eV
* LUMO: 0.798 eV

The geometry in ORCA input format:
```
! RIJCOSX wB97M-V def2-TZVPD def2/J DEFGRID3
* xyz 0 1
C -1.502 1.171 0.909
C -0.159 0.647 0.514
C 0.698 1.732 -0.137
O 0.518 0.027 1.663
C 1.732 -0.648 1.346
O 1.500 -1.828 0.540
C 0.799 -1.465 -0.612
C -0.403 -0.634 -0.437
C -1.083 -0.395 -1.856
O -1.396 -1.535 0.213
H -2.204 1.106 0.149
H -1.503 2.222 1.262
H -1.786 0.504 1.739
H 0.951 2.536 0.520
H 1.558 1.238 -0.627
H 0.059 2.207 -0.844
H 2.481 -0.006 0.972
H 2.182 -0.925 2.367
H 0.470 -2.398 -1.065
H 1.598 -0.903 -1.178
H -2.130 -0.142 -1.843
H -0.427 0.493 -2.122
H -0.866 -1.250 -2.633
H -1.086 -1.753 1.160
*
```

***

Strongest force on any atom / eV/A: 1.044 1.065 3.258 2.961 3.556